Record 1
43
Properties=species:S:1:pos:R:3:mulliken_charge:R:1 method="wB97M-V/def2-TZVPD" gap_ev=9.0 homo_energy_ev=-9.4 de_lowest_kj_mol=0.0 smiles="O=C(c1ccccc1)c1ccccc1-c1cc(Cl)ccc1-n1cnnc1CCl" mol_weight_g_mol=408.29 e_lumo_ev=-0.360
O 0.7816 -3.1590 -0.2391 -0.66
Cl 1.1196 -1.8678 -4.8602 -0.22
Cl -0.3753 5.1992 -2.3097 -0.18
N -1.4772 2.5753 1.2422 -0.61
N -0.9222 3.6886 0.6419 -0.52
C 0.3960 -2.2881 0.5511 -0.27
C -1.0980 1.5432 0.5187 -0.30
C -0.2027 3.3228 -0.3991 0.42
C -3.6612 -2.3006 1.8837 -0.33
C -2.7361 -1.4692 2.5127 -0.67
C -3.2575 -3.1861 0.8757 -0.57
C 2.7616 -0.2957 2.6291 -0.65
C 3.0531 0.7526 1.7681 -0.70
C 0.0226 0.4074 -3.8854 -0.78
C -1.3830 -1.5067 2.1404 -0.28
C -1.9029 -3.2183 0.4829 -0.65
C 1.8994 -1.3128 2.2036 -0.21
C 2.4343 0.8530 0.5252 -0.56
C 1.3034 -0.8745 -2.3332 -0.64
C -0.3325 1.2835 -2.8382 -0.07
C 0.8244 -0.6943 -3.5993 0.02
C -0.9613 -2.3379 1.0812 0.67
C 1.3295 -1.2563 0.9428 0.61
C 1.5930 -0.1490 0.0777 0.41
C 0.9861 -0.0099 -1.2615 0.55
C 0.1557 1.0888 -1.5387 -0.29
N -0.3262 1.9610 -0.5490 0.36
C 0.6446 4.2219 -1.2403 -0.43
H -1.3290 0.5174 0.6525 0.69
H -4.7334 -2.2655 2.1773 0.34
H -3.0413 -0.8417 3.3356 0.42
H -3.9600 -3.8653 0.4183 0.41
H 3.2945 -0.3648 3.6043 0.35
H 3.6947 1.5941 2.1285 0.32
H -0.2829 0.5702 -4.9016 0.46
H -0.7211 -0.8222 2.6603 0.41
H -1.6174 -3.8644 -0.3129 0.50
H 1.7490 -2.1510 2.8670 0.53
H 2.6982 1.6543 -0.1608 0.47
H 1.8993 -1.7318 -2.1029 0.58
H -0.9356 2.1378 -3.0185 0.52
H 1.3460 3.6136 -1.8221 0.22
H 1.2703 4.8484 -0.5483 0.36

Record 2
51
Properties=species:S:1:pos:R:3:lowdin_spin:R:1 method="wB97M-V/def2-TZVPD" gap_ev="6.2 / 7.5" homo_energy_ev="-3.5 / -5.3" de_lowest_kj_mol=73.8 s2=2.02 mol_weight_g_mol=538.24 e_lumo_ev="2.702 / 2.154" charge=-1 multiplicity=3
Ti -0.1814 -0.0601 -0.3202 1.03
O 0.1910 4.0657 -1.5406 0.00
C 1.2802 4.3690 -0.8103 0.01
C 1.6405 5.7172 -0.7387 0.00
C 2.7569 6.1027 -0.0233 0.01
C 3.5393 5.1562 0.6361 0.00
C 3.1756 3.8228 0.5669 0.01
C 2.0512 3.4066 -0.1435 0.00
C 1.6662 1.9699 -0.1832 0.06
O 0.7240 1.6171 -1.0394 0.03
N 2.2703 1.1263 0.5931 -0.01
N 1.7093 -0.1332 0.3537 0.19
C 2.3616 -1.2599 0.5723 0.19
C 1.8010 -2.3673 -0.1124 0.11
C 2.3072 -3.6851 -0.0624 0.04
C 1.7573 -4.6504 -0.8522 0.05
C 0.6793 -4.3233 -1.7080 0.08
C 0.2119 -3.0369 -1.6875 0.02
N 0.7243 -2.0579 -0.9222 0.12
H 0.1204 3.0832 -1.5429 0.00
H 1.0209 6.4356 -1.2600 0.00
H 3.0214 7.1533 0.0202 0.00
H 4.4152 5.4571 1.1956 0.00
H 3.7540 3.0622 1.0757 0.00
H 3.2927 -1.2978 1.1251 0.01
H 3.1344 -3.9078 0.6006 0.00
H 2.1463 -5.6612 -0.8270 0.00
H 0.2203 -5.0539 -2.3581 0.01
H -0.6230 -2.7456 -2.3147 0.00
F -2.1258 -0.2880 3.2562 0.00
C -1.5499 0.7872 2.6886 0.00
F -0.2616 0.4844 2.4606 0.01
F -1.5712 1.7855 3.5952 0.00
C -2.2909 1.2159 1.4034 0.00
O -3.4871 1.3746 1.4992 0.00
O -1.5186 1.3806 0.3830 0.00
O -3.6035 -2.7565 1.3512 0.00
C -4.1712 -2.5361 0.1594 0.00
C -5.4353 -3.1088 -0.0625 0.00
C -6.0781 -2.9075 -1.2612 0.00
C -5.5045 -2.1429 -2.2798 0.00
C -4.2563 -1.5927 -2.0634 0.00
C -3.5861 -1.7855 -0.8612 0.00
C -2.2208 -1.2027 -0.6890 0.01
O -1.6380 -0.6026 -1.6239 0.01
O -1.6326 -1.3299 0.4299 0.01
H -2.7498 -2.2822 1.3772 0.00
H -5.8777 -3.6942 0.7323 0.00
H -7.0551 -3.3533 -1.4133 0.00
H -6.0256 -1.9801 -3.2129 0.00
H -3.7686 -0.9917 -2.8203 0.00

Record 3
52
Properties=species:S:1:pos:R:3:lowdin_spin:R:1 method="wB97M-V/def2-TZVPD" gap_ev="7.3 / 6.3" homo_energy_ev="-14.1 / -14.3" s2=3.77 mol_weight_g_mol=613.31 e_lumo_ev="-6.729 / -7.996" charge=+2 multiplicity=4
Tc -0.6810 0.3384 0.0689 2.39
Cl 2.5543 -1.1932 6.3393 0.01
C 1.5152 -0.8856 5.0053 0.02
C 0.2323 -0.3582 5.2353 0.00
C -0.6295 -0.1036 4.1938 0.02
C -0.2211 -0.3433 2.8819 0.02
O -1.0779 -0.0745 1.8968 0.21
C 1.0597 -0.8874 2.6401 0.03
C 1.3976 -1.3896 1.3554 0.02
N 0.7875 -1.0801 0.2475 0.01
C 0.8083 -1.9742 -0.8751 0.00
C 1.8542 -2.7237 -1.3263 0.01
C 1.6392 -3.6587 -2.3665 0.00
C 0.3984 -3.8430 -2.9095 0.01
C -0.6974 -3.0644 -2.4603 0.00
C -2.0251 -3.1887 -2.9338 0.02
C -3.0140 -2.3855 -2.4302 0.00
C -2.6919 -1.4115 -1.4762 0.02
N -1.4570 -1.2751 -1.0139 0.00
C -0.4632 -2.1106 -1.4656 0.00
C 1.9151 -1.1733 3.7302 0.00
H -0.0767 -0.1605 6.2535 0.00
H -1.6216 0.2921 4.3640 0.00
H 2.1630 -2.1621 1.3043 0.00
H 2.8419 -2.6201 -0.8946 0.00
H 2.4745 -4.2472 -2.7194 0.00
H 0.2407 -4.5819 -3.6842 0.00
H -2.2522 -3.9275 -3.6929 0.00
H -4.0366 -2.4697 -2.7682 0.00
H -3.4325 -0.7168 -1.1001 0.00
H 2.8861 -1.6185 3.5534 0.00
N 0.8504 2.8465 -2.8333 0.01
C 0.2789 2.0187 -3.7783 0.00
C -0.2311 0.9599 -3.1008 0.01
N 0.0092 1.1457 -1.7558 0.01
C 0.6554 2.2981 -1.6334 0.02
C 0.9671 2.7228 -0.2826 0.02
N 0.5801 1.9148 0.7023 0.02
C 0.9328 2.5278 1.8876 0.01
C 1.5408 3.7032 1.5956 0.00
N 1.5611 3.8044 0.2182 0.01
H 1.2763 3.7396 -3.0288 0.00
H 0.2983 2.2493 -4.8286 0.00
H -0.7527 0.0997 -3.4820 0.00
H 0.7092 2.1045 2.8502 0.00
H 1.9549 4.4657 2.2311 0.00
H 1.9048 4.6003 -0.2973 0.00
O -1.8290 3.5661 -0.8189 0.01
Cl -2.6058 2.8452 0.1422 0.01
O -3.9872 3.0847 0.0408 0.00
O -2.0802 2.9689 1.4603 0.01
O -2.4240 1.3326 -0.2414 0.07

Record 4
49
Properties=species:S:1:pos:R:3:mulliken_charge:R:1 method="wB97M-V/def2-TZVPD" gap_ev=3.2 homo_energy_ev=1.4 de_lowest_kj_mol=109.8 mol_weight_g_mol=542.23 e_lumo_ev=4.608 charge=-2
C -2.0229 1.2331 2.5288 -1.46
C -0.5291 1.1115 2.4490 0.40
C 0.2011 -0.2929 2.3651 3.32
C 1.6481 -0.0558 1.7429 -1.00
C 1.9271 -1.0033 0.6083 -0.80
C 1.4811 -2.3856 1.0047 -0.40
O 0.0302 -2.4246 1.1172 -0.34
C -0.6232 -1.3228 1.5577 -0.10
O -1.8262 -1.2482 1.3796 -0.66
O 0.1375 2.1412 2.4381 -0.63
H -2.5359 0.2725 2.4715 0.28
H -2.2896 1.7769 3.4437 0.09
H -2.3349 1.8663 1.6823 0.47
H 1.7560 0.9867 1.4335 0.43
H 2.3980 -0.2176 2.5338 0.21
H 1.3894 -0.6655 -0.2850 0.30
H 2.9948 -1.0198 0.3733 0.51
H 1.7071 -3.1300 0.2382 0.45
H 1.9169 -2.6970 1.9637 0.12
O 4.2750 1.5902 9.1176 -0.50
C 3.5632 1.2079 8.2924 0.27
Co 2.4510 0.5951 7.0667 -0.16
C 3.7044 -0.2309 6.1357 0.25
O 4.4674 -0.7667 5.4537 -0.42
C 1.7337 -0.8359 7.8189 0.04
O 1.3152 -1.7965 8.3059 -0.43
C 1.6439 0.9757 5.2011 -1.22
C 0.6442 0.2264 4.7191 -0.06
C 0.4539 -0.8560 3.7501 0.52
C -0.5423 -1.9312 4.2338 -0.05
C -0.2230 -3.2901 4.0998 -0.17
C -1.1288 -4.2526 4.5451 -0.79
C -2.2833 -3.8496 5.2227 -0.61
C -2.5632 -2.4945 5.4137 -0.95
C -1.7067 -1.5338 4.8679 -0.38
Co 0.1346 1.2028 6.1643 -0.13
C 0.8189 2.0084 7.6471 0.12
O 0.7478 2.7832 8.5185 -0.56
C -0.8903 0.2251 7.2063 -0.14
O -1.5991 -0.3330 7.9328 -0.46
C -1.1416 2.3636 5.7419 0.01
O -2.0498 3.0690 5.6008 -0.49
H 2.2228 1.6864 4.5938 0.75
H 1.4035 -1.4105 3.6744 0.42
H 0.7247 -3.5853 3.6407 0.18
H -0.9197 -5.3042 4.3532 0.36
H -2.9857 -4.5945 5.5938 0.35
H -3.4401 -2.1548 5.9614 0.39
H -1.9522 -0.4716 4.9130 0.66

Record 5
43
Properties=species:S:1:pos:R:3:mulliken_charge:R:1 method="wB97M-V/def2-TZVPD" gap_ev=5.4 homo_energy_ev=-11.7 de_lowest_kj_mol=143.3 mol_weight_g_mol=370.37 e_lumo_ev=-6.286 charge=+1
F -3.0904 2.4598 -2.8657 -0.29
C -2.7954 1.1156 -2.7757 0.20
C -3.8638 0.2248 -2.8133 -0.55
C -3.5241 -1.1277 -2.7702 0.24
F -4.5422 -2.0596 -2.8526 -0.29
C -2.2189 -1.5848 -2.6711 -0.79
C -1.1261 -0.6530 -2.5271 1.01
C 0.1594 -1.1771 -2.2151 -0.23
C 1.4465 -0.6522 -2.5199 0.99
C 2.5399 -1.5868 -2.6592 -0.78
C 3.8414 -1.1386 -2.7655 0.22
F 4.8587 -2.0718 -2.8541 -0.28
C 4.1951 0.2163 -2.8129 -0.54
C 3.1202 1.1098 -2.7844 0.16
F 3.4252 2.4512 -2.8895 -0.29
C 1.7885 0.7286 -2.6818 -0.54
C -1.4592 0.7289 -2.6766 -0.60
H -4.9030 0.5508 -2.8667 0.51
H -1.9962 -2.6539 -2.7530 0.47
H 0.1611 -2.2391 -1.8897 0.37
H 2.3117 -2.6571 -2.7345 0.46
H 5.2280 0.5357 -2.8646 0.51
H 1.0184 1.4981 -2.7790 0.49
H -0.6870 1.4931 -2.7671 0.49
C 2.3986 -0.0950 3.1377 -1.42
C 1.0146 0.2179 3.6117 0.78
C 0.8496 0.6455 4.9257 -0.71
C -0.4148 0.9600 5.4137 -0.59
C -1.5400 0.8559 4.6027 -0.75
C -1.4158 0.4315 3.2838 0.87
C -2.6488 0.3456 2.4403 -1.38
C -0.1309 0.1262 2.7964 0.24
N 0.0001 -0.2178 1.4329 -0.21
C -0.0184 -0.4200 0.2562 0.13
H 2.4456 -0.3942 2.0899 0.27
H 3.0422 0.7812 3.2950 0.35
H 2.8292 -0.8900 3.7617 0.35
H 1.7287 0.7343 5.5586 0.43
H -0.5259 1.2948 6.4488 0.38
H -2.5290 1.1065 4.9761 0.43
H -2.4646 0.0256 1.4135 0.19
H -3.3616 -0.3437 2.9130 0.35
H -3.1466 1.3247 2.4317 0.36